Record 1
A molecular structure, C22H40F18K2N3O20S6 at a distorted geometry. Source: OMol25; level of theory: ωB97M-V/def2-TZVPD.

XYZ file:
```
111
C22H40F18K2N3O20S6 | OMol25 | ωB97M-V/def2-TZVPD
K 0.647 2.082 0.529
K 3.601 0.975 2.581
C 1.138 5.538 2.278
F 0.110 4.792 1.862
F 1.563 6.310 1.300
F 0.737 6.281 3.288
S 2.456 4.400 2.869
O 3.469 5.078 3.591
O 1.771 3.383 3.623
N 2.827 3.565 1.461
S 4.118 4.199 0.801
O 4.301 5.619 0.878
O 5.274 3.419 1.167
C 3.625 3.893 -0.957
F 3.351 2.569 -1.066
F 2.495 4.527 -1.269
F 4.575 4.246 -1.786
C 2.362 -1.094 -1.538
F 2.220 0.198 -1.827
F 1.207 -1.743 -1.748
F 3.296 -1.651 -2.324
S 2.878 -1.407 0.204
O 2.921 -2.828 0.262
O 4.120 -0.694 0.376
N 1.667 -0.615 1.011
S 0.926 -1.658 1.958
O 0.481 -2.889 1.379
O 1.569 -1.805 3.235
C -0.630 -0.716 2.209
F -1.409 -1.292 3.082
F -0.366 0.536 2.642
F -1.290 -0.607 1.040
C -4.287 4.232 3.988
F -3.878 4.939 2.916
F -3.763 4.771 5.083
F -5.624 4.329 4.052
S -3.796 2.471 3.741
O -4.597 2.056 2.621
O -2.382 2.502 3.532
N -4.351 1.799 5.091
S -3.102 1.183 5.906
O -2.450 0.077 5.259
O -2.240 2.134 6.546
C -4.032 0.439 7.295
F -3.190 -0.094 8.178
F -4.743 1.399 7.916
F -4.895 -0.484 6.888
C 3.614 -6.172 -0.431
O 4.731 -5.977 -1.245
C 4.687 -4.761 -1.933
C 6.071 -4.181 -2.115
O 6.903 -4.193 -0.974
C 6.420 -3.409 0.083
H 3.646 -5.572 0.484
H 3.561 -7.222 -0.135
H 2.679 -5.970 -0.974
H 3.970 -4.079 -1.478
H 4.338 -4.994 -2.956
H 5.971 -3.152 -2.503
H 6.617 -4.727 -2.886
H 7.096 -3.507 0.933
H 5.410 -3.698 0.387
H 6.426 -2.337 -0.169
C 0.601 -0.263 -9.093
O 1.011 0.643 -8.075
C 1.538 0.008 -6.922
C 0.586 -0.935 -6.256
O 1.200 -1.491 -5.127
C 1.301 -2.899 -5.167
H 1.172 -1.197 -9.043
H 0.818 0.180 -10.064
H -0.470 -0.457 -9.001
H 1.770 0.838 -6.253
H 2.488 -0.477 -7.183
H 0.150 -1.676 -6.935
H -0.311 -0.390 -5.917
H 1.580 -3.221 -6.177
H 0.376 -3.417 -4.893
H 2.091 -3.174 -4.471
C -4.320 -3.251 5.331
O -4.627 -2.457 4.209
C -4.543 -3.148 3.000
C -4.572 -2.210 1.832
O -5.734 -1.433 1.829
C -5.728 -0.473 0.802
H -4.312 -4.326 5.147
H -5.060 -3.038 6.111
H -3.361 -2.927 5.752
H -5.266 -3.968 2.888
H -3.545 -3.625 2.926
H -4.428 -2.852 0.940
H -3.693 -1.553 1.874
H -6.546 0.204 1.026
H -5.818 -0.978 -0.169
H -4.799 0.110 0.828
C -2.691 4.308 -0.023
O -2.093 3.065 -0.328
C -2.704 2.424 -1.416
C -1.816 1.324 -1.940
O -0.498 1.760 -2.211
C -0.380 2.399 -3.463
H -2.348 5.098 -0.708
H -2.457 4.595 0.997
H -3.783 4.251 -0.097
H -2.900 3.184 -2.190
H -3.681 1.986 -1.163
H -2.291 0.833 -2.801
H -1.742 0.514 -1.207
H 0.579 2.913 -3.520
H -1.180 3.128 -3.617
H -0.384 1.662 -4.277
```

Results
HOMO-LUMO gap in eV: 8.4
Highest occupied orbital energy in eV: -6.9
Strongest force on any atom in eV/A: 3.07
Calculated total energy in eV: -215457.468
Total charge: -1
Energy above the lowest of the compared OMol25 structures with the same formula, charge and spin in kJ/mol: 0.0


Record 2
3 unconnected molecules or ions with the total composition C22H40IN3O7 at a distorted geometry. Source: OMol25; level of theory: ωB97M-V/def2-TZVPD.

XYZ file:
```
73
C22H40IN3O7 | OMol25 | ωB97M-V/def2-TZVPD
C -4.678 4.152 -0.759
O -3.679 3.920 -1.732
C -2.486 4.628 -1.474
C -1.412 3.826 -0.674
C -1.811 2.376 -0.338
C -0.643 1.423 -0.276
N -0.533 0.556 0.716
C 0.595 -0.247 0.542
C 1.039 -1.371 1.423
C 1.161 -0.946 2.894
O 0.125 -0.761 3.501
N 2.381 -0.722 3.565
C 3.548 -1.258 2.847
C 2.541 0.739 3.832
C 1.124 0.223 -0.610
C 2.376 -0.389 -1.218
C 1.968 -1.666 -2.010
O 2.565 -2.688 -1.965
I 0.182 -1.506 -3.243
N 0.360 1.251 -1.111
C 0.572 2.019 -2.378
O -0.283 1.879 -3.257
O 1.582 2.696 -2.468
H -4.284 4.252 0.264
H -5.336 3.269 -0.756
H -5.323 5.008 -1.015
H -2.053 4.880 -2.451
H -2.662 5.590 -0.964
H -1.229 4.373 0.264
H -0.458 3.872 -1.215
H -2.256 2.372 0.669
H -2.549 1.933 -1.018
H -1.162 0.446 1.500
H 0.243 -2.133 1.386
H 1.921 -1.843 0.983
H 3.349 -2.308 2.602
H 4.417 -1.206 3.513
H 3.785 -0.721 1.911
H 2.650 0.890 4.914
H 3.447 1.079 3.315
H 1.660 1.300 3.508
H 2.822 0.336 -1.915
H 3.094 -0.647 -0.434
C 0.285 -2.486 6.013
C 1.015 -3.747 5.590
O 1.896 -4.262 6.574
C 1.308 -4.629 7.809
C 0.246 -5.708 7.687
H 0.998 -1.705 6.281
H -0.342 -2.124 5.203
H -0.356 -2.656 6.881
H 1.634 -3.523 4.719
H 0.306 -4.521 5.275
H 0.909 -3.744 8.317
H 2.123 -5.001 8.432
H -0.599 -5.384 7.077
H -0.137 -5.974 8.673
H 0.663 -6.602 7.220
C -0.690 2.297 -6.380
C -1.944 1.772 -7.055
O -1.767 1.439 -8.425
C -0.805 0.439 -8.702
C -1.102 -0.898 -8.043
H -0.315 3.178 -6.906
H -0.900 2.567 -5.347
H 0.111 1.556 -6.371
H -2.712 2.546 -7.030
H -2.350 0.915 -6.506
H 0.197 0.792 -8.432
H -0.806 0.311 -9.786
H -1.105 -0.825 -6.955
H -0.348 -1.634 -8.328
H -2.083 -1.265 -8.351
```

Results
HOMO-LUMO gap in eV: 8.9
Highest occupied orbital energy in eV: -8.9
Strongest force on any atom in eV/A: 3.89
Calculated total energy in eV: -50364.336


Record 3
A molecular structure, C22H40IrN5O5SSi4Te at a distorted geometry. Source: OMol25; level of theory: ωB97M-V/def2-TZVPD.

XYZ file:
```
79
C22H40IrN5O5SSi4Te | OMol25 | ωB97M-V/def2-TZVPD
Ir 1.389 0.895 -0.452
N 0.626 -1.016 -0.527
C 0.145 -1.662 -1.758
C 0.973 -1.629 -3.031
O 0.617 -2.633 -3.807
O 1.802 -0.807 -3.374
H 1.317 -1.610 -0.085
H -0.143 -0.865 0.150
H -0.806 -1.195 -2.032
H -0.037 -2.722 -1.575
N -3.849 6.924 1.135
C -2.773 6.057 1.182
C -2.245 5.649 2.410
C -1.212 4.737 2.463
C -0.691 4.215 1.283
C -1.192 4.627 0.054
C -2.232 5.535 0.003
S 0.612 3.059 1.369
O 1.433 3.176 0.134
O 1.297 3.253 2.611
N 0.017 1.586 1.168
C -0.752 0.968 2.094
N -1.220 1.632 3.167
C -1.879 0.923 4.067
C -2.140 -0.433 3.925
C -1.715 -0.998 2.739
N -1.032 -0.328 1.818
H -4.044 7.468 1.957
H -4.035 7.385 0.263
H -2.652 6.060 3.327
H -0.797 4.413 3.407
H -0.752 4.250 -0.860
H -2.626 5.851 -0.956
H -2.222 1.468 4.941
H -2.671 -1.001 4.675
H -1.938 -2.035 2.506
O 4.298 0.906 0.176
C 3.212 0.722 -0.172
C 3.744 3.404 -2.574
Si 3.686 1.851 -3.587
C 4.706 0.467 -2.850
C 4.405 2.193 -5.287
Si 1.456 1.192 -3.923
Te -0.232 1.856 -2.451
Si 1.454 -3.317 -5.148
C 2.374 -2.081 -6.160
C 0.104 -4.113 -6.125
C 2.618 -4.564 -4.435
Si 0.459 1.510 -6.048
C -1.232 0.719 -6.041
C 1.370 0.822 -7.541
C 0.287 3.350 -6.309
H 4.783 3.645 -2.333
H 3.189 3.300 -1.640
H 3.311 4.247 -3.119
H 5.459 0.867 -2.168
H 5.213 -0.102 -3.635
H 4.081 -0.219 -2.280
H 5.434 2.549 -5.179
H 3.844 2.958 -5.833
H 4.423 1.288 -5.901
H 1.694 -1.405 -6.677
H 2.971 -2.599 -6.915
H 3.041 -1.477 -5.541
H -0.351 -3.407 -6.825
H -0.686 -4.499 -5.477
H 0.499 -4.947 -6.710
H 3.360 -4.865 -5.178
H 2.087 -5.460 -4.105
H 3.155 -4.157 -3.574
H -1.150 -0.370 -5.958
H -1.780 0.952 -6.958
H -1.819 1.068 -5.189
H 1.285 -0.263 -7.607
H 2.435 1.073 -7.528
H 0.940 1.244 -8.455
H -0.222 3.819 -5.465
H -0.295 3.535 -7.216
H 1.260 3.835 -6.422
```

Results
HOMO-LUMO gap in eV: 6.2
Highest occupied orbital energy in eV: -6.5
Strongest force on any atom in eV/A: 2.30
Calculated total energy in eV: -93633.013
Energy above the lowest of the compared OMol25 structures with the same formula, charge and spin in kJ/mol: 266.6